This record from the OMol25 dataset describes the molecule C5H8O2. The level of theory is wB97M-V/def2-TZVPD.

Its energy above the lowest of the compared OMol25 structures with the same formula, charge and spin is 79.8 kcal/mol. The highest occupied orbital energy comes out at -9.68 eV. The SMILES is C1O[C@H]2CC[C@@H]2O1. The value obtained for the lowest unoccupied orbital energy is 1.16 eV. For the HOMO-LUMO gap, the calculation gives 0.3986 Eh.

XYZ file:
```
15
Properties=species:S:1:pos:R:3:lowdin_charge:R:1
C 1.83 0.03 0.03 -0.14
O 1.00 1.19 -0.15 -0.03
C -0.22 0.64 0.30 -0.37
C -1.62 0.82 -0.10 -0.11
C -1.79 -0.72 0.11 -0.06
C -0.27 -0.75 -0.28 -0.28
O 1.02 -1.21 0.08 -0.07
H 2.38 0.04 1.00 0.13
H 2.55 -0.08 -0.80 0.13
H -0.27 0.45 1.44 0.19
H -2.20 1.55 0.49 0.12
H -1.55 0.98 -1.18 0.12
H -1.90 -1.00 1.16 0.11
H -2.44 -1.23 -0.58 0.10
H -0.35 -0.62 -1.38 0.16
```